(1)
17
Properties=species:S:1:pos:R:3:forces:R:3 method="wB97M-V/def2-TZVPD" smiles="CN/N=C/N1C(=O)N1C" multiplicity=1 charge=0 homo_lumo_gap_ev=9.032 e_above_lowest_kj_mol=452.54
O 3.481762 -1.871918 0.737030 0.5 -0.3 0.0
N 2.455296 0.353426 1.042052 0.3 0.6 -0.8
N -1.618729 0.390544 -0.933686 -0.7 0.2 -0.5
N -0.470711 0.416290 -0.241812 1.5 -0.2 0.8
N 1.401540 -0.644691 0.682232 0.0 -0.3 1.3
C 2.702732 -0.989207 0.791690 -0.9 0.2 -0.3
C 0.309975 -0.590012 -0.161674 -0.9 0.0 -1.1
C 2.385755 0.894025 2.383429 -0.2 0.0 0.4
C -1.924901 -0.643268 -1.903812 0.4 0.0 0.2
H 1.518548 1.554093 2.436174 0.2 0.0 0.0
H -2.836327 -0.361201 -2.424267 0.0 0.0 0.0
H 0.160751 -1.555480 -0.651679 -0.1 0.1 0.0
H 3.294929 1.473534 2.539009 -0.1 0.0 0.0
H -1.118650 -0.785523 -2.637165 0.0 0.0 0.0
H -2.096823 -1.588771 -1.383504 0.0 0.0 -0.1
H -1.865794 1.329224 -1.218246 0.1 -0.2 0.1
H 2.305334 0.126436 3.160636 0.0 0.0 -0.1

=====

(2)
19
Properties=species:S:1:pos:R:3:forces:R:3 method="wB97M-V/def2-TZVPD" smiles="[H]/N=c1/nc(SC)sn1C(N)=[NH2+]" multiplicity=1 charge=+1 homo_lumo_gap_ev=9.097 e_above_lowest_kj_mol=0.00
S 2.353635 -2.366458 0.487904 -1.6 0.9 0.0
S 0.137655 -1.243859 -1.411830 0.0 0.2 1.1
N -0.440339 1.206512 -2.741321 -1.1 1.6 -0.2
N -0.745079 0.067372 -0.709065 -2.0 3.7 -1.9
N -1.801089 2.318413 -1.103136 2.0 1.1 -2.0
N -1.370173 0.728195 1.591584 2.4 -0.9 1.1
N 0.446848 -0.612768 1.095100 2.2 -2.1 0.3
C 2.083251 -2.220019 2.265995 1.4 -1.8 -0.3
C 0.950881 -1.395198 0.187697 -0.2 1.6 -0.1
C -0.611699 0.115484 0.804906 -1.7 0.9 -2.2
C -1.026357 1.325555 -1.564893 1.8 -5.0 2.3
H 2.179616 -1.264443 2.709159 0.3 1.0 0.0
H 1.139010 -2.655848 2.529645 -0.3 -0.3 0.1
H 0.062510 0.361421 -2.994596 0.1 0.3 0.1
H -1.934580 2.293090 -0.133435 -0.4 -0.2 1.7
H -0.611537 1.913890 -3.452265 0.1 -0.3 0.1
H -2.236489 1.028187 1.300356 -2.2 0.8 -1.0
H 2.904710 -2.880551 2.515745 0.1 -0.1 1.1
H -1.480775 3.281024 -1.377549 -0.7 -1.2 -0.1

=====

(3)
14
Properties=species:S:1:pos:R:3:forces:R:3 method="wB97M-V/def2-TZVPD" smiles="C=CN([O-])CC" multiplicity=1 charge=-1 homo_lumo_gap_ev=5.385 e_above_lowest_kj_mol=193.99
O -0.693680 1.312129 -1.941277 -0.3 0.3 -2.9
N -0.397598 1.103629 -0.724615 2.1 -2.2 5.0
C 1.210211 -1.189559 -0.615225 1.6 0.2 4.3
C 1.125058 0.306675 -0.266201 -4.1 0.3 -1.1
C -1.400671 0.223729 1.467510 1.9 0.1 -0.5
C -1.335291 0.800632 0.209882 -2.3 -0.8 -1.1
H -2.325453 0.049794 1.965982 -0.6 0.1 0.1
H -0.516503 -0.202862 1.925161 0.0 0.0 0.3
H 2.260882 -1.529982 -0.264640 -1.1 0.5 -0.8
H -2.400549 0.897858 -0.174721 1.4 0.6 0.0
H 1.129541 -1.387932 -1.636603 -0.6 -0.5 -1.5
H 0.969251 0.515864 0.791882 1.1 0.0 -0.1
H 1.765680 0.892005 -0.876315 0.9 0.7 0.1
H 0.609123 -1.791980 0.139181 0.0 0.6 -1.6

=====

(4)
14
Properties=species:S:1:pos:R:3:forces:R:3 method="wB97M-V/def2-TZVPD" smiles="C/C=C/[N+](C)=O" multiplicity=1 charge=+1 homo_lumo_gap_ev=9.829 e_above_lowest_kj_mol=426.11
O 0.339241 1.195484 0.469751 -2.6 -1.6 0.9
N 0.861233 0.021987 0.147692 -0.1 -1.2 0.3
C -2.007596 0.391231 -0.430164 -0.6 -3.5 1.5
C -0.031256 -0.906035 0.350200 4.0 -0.8 -0.7
C -1.104837 -0.066077 0.730553 -1.5 2.8 -1.2
C 2.255832 0.013679 -0.304565 -1.0 0.5 2.8
H -1.464294 -0.163154 1.750121 -0.1 0.7 0.1
H 0.178798 -2.004616 0.317300 -0.5 1.2 -0.1
H 2.689346 0.958039 -0.052068 -0.3 1.1 -0.7
H -1.432785 0.340559 -1.307687 0.6 -0.2 -1.3
H 2.182237 -0.254761 -1.293881 1.0 -0.8 -2.2
H -2.904323 -0.349860 -0.526326 1.5 1.3 0.3
H -2.322762 1.363399 -0.306212 -1.0 2.0 0.6
H 2.761168 -0.539875 0.455287 0.6 -1.6 -0.3